Molecular formula: C2H7N
Method: DFT, wB97M-V/def2-TZVPD

As for the SMILES: C=N.C. The HOMO energy comes out at -9.044 eV. The value obtained for the energy above the lowest of the compared OMol25 structures with the same formula, charge and spin is 3.527 eV. For the HOMO-LUMO gap, the calculation gives 9.27 eV.

Positions of all 10 atoms, in Å:
C (1.94023, -0.41446, -0.07931)
N (0.68213, -0.02647, -0.03962)
H (2.42310, -0.56064, -1.06056)
H (2.65038, -0.18730, 0.76578)
H (0.58970, -1.11270, -0.31392)
C (-2.20174, 0.43085, 0.12252)
H (-1.85303, 1.44695, -0.08708)
H (-3.25002, 0.20107, -0.08449)
H (-1.98313, 0.32615, 1.19492)
H (-1.53914, -0.25562, -0.42462)

***

Molecular formula: C2H7N
Method: DFT, wB97M-V/def2-TZVPD

As for the SMILES: C=N.C. The HOMO energy comes out at -8.999 eV. The value obtained for the energy above the lowest of the compared OMol25 structures with the same formula, charge and spin is 3.130 eV. For the HOMO-LUMO gap, the calculation gives 9.46 eV.

Positions of all 10 atoms, in Å:
C (-1.60635, 0.08422, 1.70637)
N (-0.52949, 0.21937, 1.01038)
H (-2.49397, 0.74592, 1.68198)
H (-1.69448, -0.77236, 2.39769)
H (-0.85008, -0.71693, 0.59773)
C (1.45042, 0.08008, -1.47333)
H (1.18282, -0.97351, -1.52035)
H (2.39748, 0.22223, -0.95948)
H (0.74391, 0.69121, -0.92814)
H (1.39975, 0.41977, -2.51286)

***

Molecular formula: C2H7N2
Method: DFT, wB97M-V/def2-TZVPD

As for the SMILES: CNC=[NH2+]. The HOMO energy comes out at -15.252 eV. The value obtained for the energy above the lowest of the compared OMol25 structures with the same formula, charge and spin is 1.775 eV. For the HOMO-LUMO gap, the calculation gives 10.35 eV. Its charge is +1.

Positions of all 11 atoms, in Å:
C (1.26904, 0.47186, 0.97593)
N (0.34098, -0.53025, 0.41631)
C (-0.33002, 0.07322, -0.63237)
N (-1.59988, -0.23850, -0.99817)
H (1.03007, 0.59057, 2.03379)
H (2.21281, -0.01234, 0.97340)
H (1.22377, 1.30362, 0.29341)
H (-0.04854, -1.50174, 0.61541)
H (0.16479, 0.69941, -1.41091)
H (-2.01086, -1.20375, -0.78847)
H (-2.25215, 0.34791, -1.47835)

***

Molecular formula: C2H7N2
Method: DFT, wB97M-V/def2-TZVPD

The HOMO energy comes out at -15.590 eV. The value obtained for the energy above the lowest of the compared OMol25 structures with the same formula, charge and spin is 5.376 eV. For the HOMO-LUMO gap, the calculation gives 6.69 eV. Its charge is +1.

Positions of all 11 atoms, in Å:
C (1.57741, 0.47199, 0.00819)
N (-1.51504, 0.34630, -0.12272)
C (-0.54521, -0.60766, 0.34197)
N (0.58313, -0.41475, -0.46393)
H (1.06962, 1.43547, 0.17209)
H (2.36018, 0.46764, -0.74362)
H (2.09454, 0.23514, 0.95809)
H (-2.44770, 0.18277, 0.21935)
H (-1.19732, 1.29838, -0.15906)
H (-0.94063, -1.61662, 0.10563)
H (-0.39639, -0.61720, 1.42914)

***

Molecular formula: C2H7N2O2
Method: DFT, wB97M-V/def2-TZVPD

The HOMO energy comes out at -3.853 eV. The value obtained for the energy above the lowest of the compared OMol25 structures with the same formula, charge and spin is 0.976 eV. For the HOMO-LUMO gap, the calculation gives 7.44 eV. Its charge is -1.

Positions of all 13 atoms, in Å:
N (-1.81719, -0.96258, -0.66143)
C (-1.35927, 0.04746, -1.58556)
N (-0.00385, -0.23760, -2.05832)
H (-2.67782, -0.78906, -0.17898)
H (-1.15833, -1.28814, 0.03332)
H (-1.27141, 1.03281, -1.11060)
H (-2.01362, 0.16279, -2.44898)
H (0.16556, -1.22045, -2.22551)
H (0.57268, 0.01117, -1.26356)
O (3.25419, 0.89368, 3.78624)
C (2.37739, 0.81592, 2.91856)
O (1.73267, -0.19370, 2.51921)
H (2.19901, 1.72770, 2.27561)

***

Molecular formula: C2H7N2O2
Method: DFT, wB97M-V/def2-TZVPD

As for the multiplicity: 2. The HOMO energy (spin up / spin down) comes out at -9.382 / -9.372 eV. The value obtained for the energy above the lowest of the compared OMol25 structures with the same formula, charge and spin is 0.139 eV. For the HOMO-LUMO gap (spin up / spin down), the calculation gives 10.12 / 5.94 eV. As for the expectation value of S²: 0.755.

Positions of all 13 atoms, in Å:
N (-0.83104, 2.31958, -0.26835)
C (-1.24440, 1.03538, 0.35032)
N (-0.66765, -0.16471, -0.19486)
H (-0.51500, 2.10092, -1.21102)
H (0.02111, 2.65751, 0.18414)
H (-2.33024, 1.00493, 0.27813)
H (-1.03999, 1.06384, 1.42185)
H (0.34465, -0.08697, -0.22875)
H (-0.98736, -0.38323, -1.12986)
O (1.85550, -3.54608, 0.65474)
C (1.86323, -2.34764, 0.17726)
O (2.52348, -1.84828, -0.69485)
H (1.00771, -1.80524, 0.66124)

***

Molecular formula: C2H7N2O2
Method: DFT, wB97M-V/def2-TZVPD

The HOMO energy (spin up / spin down) comes out at -14.734 / -14.879 eV. The value obtained for the energy above the lowest of the compared OMol25 structures with the same formula, charge and spin is 8.480 eV. For the HOMO-LUMO gap (spin up / spin down), the calculation gives 8.04 / 8.86 eV. Its charge is +1.

Positions of all 13 atoms, in Å:
C (-0.40848, 0.69939, -2.04789)
C (1.22241, -1.04859, 1.81807)
N (-0.17556, 0.52419, 0.62698)
N (-1.17994, 0.52184, -0.89997)
O (-2.23344, 0.93978, -0.63420)
O (0.85652, -0.29391, 0.63039)
H (-0.09963, 1.66639, -2.24616)
H (-1.11527, 0.70252, -2.87863)
H (0.26640, -0.17309, -2.21839)
H (0.31898, -1.37730, 2.41107)
H (1.77645, -0.36477, 2.46612)
H (1.63875, -2.08259, 1.50082)
H (-0.86719, 0.28613, 1.47180)

***

Molecular formula: C2H7N2O3
Method: DFT, wB97M-V/def2-TZVPD

As for the SMILES: C[NH2+]C1(ON)OO1. The HOMO energy comes out at -15.131 eV. The value obtained for the energy above the lowest of the compared OMol25 structures with the same formula, charge and spin is 6.232 eV. For the HOMO-LUMO gap, the calculation gives 11.66 eV. Its charge is +1.

Positions of all 14 atoms, in Å:
C (-1.55103, 0.84188, -0.37338)
N (-0.40792, 0.82835, 0.63139)
C (1.08410, 0.23088, 0.10213)
O (1.18510, -0.99186, 0.51091)
N (0.80555, -2.03319, -0.33987)
O (1.98712, 1.19660, 0.22774)
O (1.52270, 0.76879, -0.96850)
H (-2.40085, 0.71677, 0.20703)
H (-1.54089, 1.70595, -0.98059)
H (-1.37398, -0.08028, -0.92203)
H (-0.78660, 0.28309, 1.37796)
H (-0.09092, 1.76397, 0.98838)
H (0.02301, -2.54775, 0.03254)
H (1.54462, -2.68318, -0.49370)

***

Molecular formula: C2H7N2OP
Method: DFT, wB97M-V/def2-TZVPD

As for the SMILES: CP(O)/N=C\N. The HOMO energy comes out at -7.886 eV. The value obtained for the energy above the lowest of the compared OMol25 structures with the same formula, charge and spin is 1.597 eV. For the HOMO-LUMO gap, the calculation gives 8.72 eV.

Positions of all 13 atoms, in Å:
C (-0.88920, -0.04856, 1.71678)
P (0.02785, -1.33172, 0.60852)
O (1.30718, -1.67172, 1.45456)
N (0.70203, -0.32410, -0.60106)
C (0.62817, 0.40935, -1.60241)
N (-0.52515, 0.79384, -2.31125)
H (-1.12674, -0.64396, 2.67874)
H (0.06977, 0.50210, 1.99563)
H (-1.76683, 0.48269, 1.39415)
H (1.96597, -0.95906, 1.51457)
H (1.56941, 0.90057, -1.93951)
H (-1.46360, 0.34275, -1.91997)
H (-0.49888, 1.54783, -2.98875)

***

Molecular formula: C2H7N2OPS
Method: DFT, wB97M-V/def2-TZVPD

The HOMO energy (spin up / spin down) comes out at -8.191 / -8.192 eV. The value obtained for the energy above the lowest of the compared OMol25 structures with the same formula, charge and spin is 2.970 eV. For the HOMO-LUMO gap (spin up / spin down), the calculation gives 7.46 / 7.46 eV.

Positions of all 14 atoms, in Å:
C (-0.56266, -0.51143, -0.27429)
C (-1.23574, 0.76256, -0.83522)
N (0.78822, -0.62899, -0.79566)
N (2.13287, 0.34575, 1.53472)
O (3.00850, 0.67182, -0.98096)
P (1.84627, 0.45710, -0.12705)
S (-0.65243, 2.20366, 0.07105)
H (-0.49843, -0.42747, 0.73175)
H (-1.14362, -1.45683, -0.26927)
H (-1.02732, 0.78596, -1.90854)
H (-2.25288, 0.69485, -0.66538)
H (0.81466, -0.51414, -1.79087)
H (2.80314, 0.98941, 1.71557)
H (1.26817, 0.47912, 2.22533)

***

Molecular formula: C2H7N2OS
Method: DFT, wB97M-V/def2-TZVPD

The HOMO energy comes out at -13.966 eV. The value obtained for the energy above the lowest of the compared OMol25 structures with the same formula, charge and spin is 3.193 eV. For the HOMO-LUMO gap, the calculation gives 9.28 eV. Its charge is +1.

Positions of all 13 atoms, in Å:
C (-1.96098, -0.57085, 0.06700)
C (1.63068, 0.22089, 0.05425)
N (-2.12043, 0.39495, 0.93904)
N (-1.33729, -1.68616, -0.21881)
O (0.32342, 0.83591, -0.16852)
S (-2.82190, 0.77229, -0.58952)
H (1.49515, -0.62130, -0.56955)
H (1.83447, 0.34274, 1.14712)
H (2.44665, 0.85670, -0.37862)
H (-1.27042, 0.96587, 1.20351)
H (0.43624, 1.82944, -0.50852)
H (-1.35016, -1.99881, -1.19238)
H (-1.11183, -2.31668, 0.59261)

***

Molecular formula: C2H7N2OS
Method: DFT, wB97M-V/def2-TZVPD

The HOMO energy comes out at -13.917 eV. The value obtained for the energy above the lowest of the compared OMol25 structures with the same formula, charge and spin is 3.246 eV. For the HOMO-LUMO gap, the calculation gives 7.71 eV. Its charge is +1.

Positions of all 13 atoms, in Å:
C (-1.61317, -0.65613, -0.33761)
C (1.79351, 0.27391, 0.16085)
N (-1.24374, -1.16474, 0.78392)
N (0.50178, 0.86751, -0.27735)
O (-1.76606, -0.78789, -1.59466)
S (-2.60640, 0.70096, -0.88410)
H (2.12149, -0.43156, -0.54764)
H (2.51241, 1.02885, 0.26194)
H (1.51096, -0.16617, 1.19305)
H (-1.48298, -0.49837, 1.51432)
H (-0.74630, -1.99835, 0.86864)
H (0.53125, 1.09358, -1.28912)
H (0.48726, 1.73839, 0.14776)

***

Molecular formula: C2H7N2OS
Method: DFT, wB97M-V/def2-TZVPD

The HOMO energy comes out at -13.753 eV. The value obtained for the energy above the lowest of the compared OMol25 structures with the same formula, charge and spin is 1.546 eV. For the HOMO-LUMO gap, the calculation gives 10.00 eV. Its charge is +1.

Positions of all 13 atoms, in Å:
C (0.60331, -0.87373, 0.10998)
C (-2.52608, 1.51311, 0.07824)
N (1.44634, -1.89644, 0.19272)
N (0.96766, 0.37664, 0.11536)
O (-1.51694, 0.90662, 0.32788)
S (2.52214, 1.00722, -0.43046)
H (-3.58574, 1.07016, -0.19472)
H (-2.60996, 2.55826, -0.07174)
H (1.18784, -2.79946, 0.35577)
H (2.48631, -1.83328, 0.16560)
H (0.33602, 1.08882, 0.41156)
H (-0.48093, -0.93690, -0.06926)
H (1.87708, 2.04490, -0.81120)

***

Molecular formula: C2H7N2PS2
Method: DFT, wB97M-V/def2-TZVPD

The HOMO energy (spin up / spin down) comes out at -7.413 / -8.318 eV. The value obtained for the energy above the lowest of the compared OMol25 structures with the same formula, charge and spin is 1.583 eV. For the HOMO-LUMO gap (spin up / spin down), the calculation gives 6.97 / 7.76 eV.

Positions of all 14 atoms, in Å:
C (0.57224, -0.59932, 0.02418)
C (-0.87400, -0.33528, -0.61413)
N (1.37709, 0.56153, 0.18500)
N (-1.78587, 0.30948, 0.17267)
P (0.77366, 1.94410, 1.10275)
S (2.20497, 1.01693, -1.31839)
S (-2.80722, 1.25558, -0.72119)
H (0.61799, -1.12928, 1.04151)
H (0.90810, -1.30648, -0.81300)
H (-0.65490, 0.15406, -1.51423)
H (-1.33234, -1.29833, -0.75105)
H (0.47709, 1.16982, 2.18920)
H (3.23294, 1.63268, -0.71152)
H (-3.32010, 2.09920, 0.25871)

***

Molecular formula: C2H7N2S
Method: DFT, wB97M-V/def2-TZVPD

As for the SMILES: CSNC=[NH2+]. The HOMO energy comes out at -13.494 eV. The value obtained for the energy above the lowest of the compared OMol25 structures with the same formula, charge and spin is 1.672 eV. For the HOMO-LUMO gap, the calculation gives 9.05 eV. Its charge is +1.

Positions of all 12 atoms, in Å:
C (-2.38476, -0.03519, -0.04557)
S (-0.80744, 0.85987, -0.29705)
N (0.20466, -0.55743, 0.16872)
C (1.58667, -0.35869, 0.17379)
N (2.20507, 0.76181, -0.13721)
H (-2.91817, 0.23208, -0.88064)
H (-2.85762, 0.29766, 0.99217)
H (-2.12664, -1.02155, -0.02817)
H (0.00136, -1.46730, -0.31206)
H (2.18017, -1.15877, 0.68232)
H (3.24044, 0.86478, -0.07344)
H (1.67626, 1.58273, -0.24286)

***

Molecular formula: C2H7N3
Method: DFT, wB97M-V/def2-TZVPD

As for the SMILES: [H]/N=C/NNC. The HOMO energy comes out at -9.116 eV. The value obtained for the energy above the lowest of the compared OMol25 structures with the same formula, charge and spin is 1.591 eV. For the HOMO-LUMO gap, the calculation gives 10.11 eV.

Positions of all 12 atoms, in Å:
H (-2.06740, -2.30569, -0.71538)
N (-2.05409, -1.51929, -0.07352)
C (-0.91924, -0.97686, -0.07411)
N (-0.64838, 0.17324, 0.61420)
N (0.68279, 0.52034, 0.84276)
C (1.19240, 1.14550, -0.34791)
H (-0.07485, -1.23083, -0.64674)
H (-1.32151, 0.54790, 1.30936)
H (1.21267, -0.27490, 1.15511)
H (2.25685, 1.34104, -0.22280)
H (0.65194, 2.06679, -0.58882)
H (1.08882, 0.51278, -1.25216)

***

Molecular formula: C2H7N3
Method: DFT, wB97M-V/def2-TZVPD

As for the SMILES: [H]/N=C\N.C=N. The HOMO energy comes out at -8.081 eV. The value obtained for the energy above the lowest of the compared OMol25 structures with the same formula, charge and spin is 3.377 eV. For the HOMO-LUMO gap, the calculation gives 8.98 eV.

Positions of all 12 atoms, in Å:
H (2.29107, -2.11691, 2.36821)
N (1.36913, -1.48717, 2.16724)
C (1.67962, -0.20746, 2.16032)
N (2.33711, 0.41637, 1.11412)
H (1.38072, 0.61927, 2.87718)
H (2.31244, 0.03998, 0.22111)
H (2.50447, 1.44918, 1.31160)
C (-2.53497, 0.65436, -3.20128)
N (-2.96189, 0.34316, -2.03544)
H (-1.50986, 0.28348, -3.41174)
H (-3.11260, 1.45170, -3.86152)
H (-3.94462, 0.68541, -1.98052)

***

Molecular formula: C2H7N3
Method: DFT, wB97M-V/def2-TZVPD

As for the SMILES: [H]/N=C\N.C=N. The HOMO energy comes out at -8.831 eV. The value obtained for the energy above the lowest of the compared OMol25 structures with the same formula, charge and spin is 2.399 eV. For the HOMO-LUMO gap, the calculation gives 9.69 eV.

Positions of all 12 atoms, in Å:
H (2.33138, 0.88206, 0.03267)
N (1.72953, 0.14841, 0.41203)
C (0.50431, 0.55270, 0.49316)
N (0.05491, 1.74777, -0.00404)
H (-0.21477, 0.14312, 1.28322)
H (-0.74683, 2.15967, 0.46136)
H (0.75789, 2.43681, -0.23999)
C (-1.33066, -1.57418, -0.45998)
N (-0.14017, -1.89233, -0.06763)
H (-1.51371, -0.72922, -1.13616)
H (-2.18587, -2.23630, -0.27036)
H (0.75398, -1.63851, -0.50428)

***

Molecular formula: C2H7N3O
Method: DFT, wB97M-V/def2-TZVPD

The HOMO energy comes out at -7.487 eV. The value obtained for the energy above the lowest of the compared OMol25 structures with the same formula, charge and spin is 5.971 eV. For the HOMO-LUMO gap, the calculation gives 8.15 eV.

Positions of all 13 atoms, in Å:
C (-0.44129, 0.45666, 0.03069)
C (-1.53171, -0.40520, -0.42696)
N (1.52225, -0.64851, 1.57956)
N (2.30490, 0.13958, -0.43654)
N (1.16535, -0.12835, 0.53942)
O (-1.01803, 1.28145, 0.96474)
H (-1.64665, -0.39227, -1.53782)
H (-1.47008, -1.48561, -0.24431)
H (-2.57633, -0.14157, -0.05712)
H (3.15193, -0.12874, 0.13692)
H (2.24659, -0.59611, -1.20447)
H (0.23326, 1.03551, -0.52905)
H (-1.94019, 1.01316, 1.18495)